(1)
Density functional theory data (ωB97M-V with the def2-TZVPD basis set) for a cluster of 2 separate species, C4H7NSi2 in total in a non-equilibrium geometry.

Atoms and positions in Å:
C: 0.27524 2.42850 0.55531
C: 0.59247 1.41868 -0.04831
Si: 0.88833 -0.15436 -1.03293
C: 2.55700 0.13955 -1.68984
C: 3.60057 0.24266 -2.22253
H: 0.16287 3.44037 0.77289
H: -0.37053 -0.16620 -2.06056
H: 0.68524 -1.48324 -0.33217
H: 4.53318 0.33367 -2.65451
N: -1.81457 -0.44097 1.54587
Si: -2.99739 -1.42328 1.85604
H: -0.93162 -0.07517 1.77473
H: -3.13671 -2.58405 2.79381
H: -4.04408 -1.67615 0.74222

* charge: 0
* ΔE to the lowest compared entry with this formula, charge and spin: 263.2 kJ/mol
* E_tot: -790.1435 a.u.
* gap between HOMO and LUMO: 9.3 eV
* highest occupied orbital energy: -9.43 eV



(2)
Density functional theory data (ωB97M-V with the def2-TZVPD basis set) for the ion C4H7O2 with charge -1 in a non-equilibrium geometry.

Atoms and positions in Å:
O: 0.65080 -2.57620 1.65540
C: 0.59624 -1.34729 1.57210
C: 0.16450 -0.90351 0.21222
C: -0.00253 0.60601 0.07290
C: -0.59388 1.25822 -1.44944
O: -1.77471 1.79901 -1.28327
H: 0.93017 -0.65922 2.38747
H: 0.92815 -1.24084 -0.49354
H: -0.74249 -1.48065 -0.05040
H: 0.92158 1.12145 0.33913
H: -0.74149 1.00093 0.76072
H: -0.58044 0.45031 -2.03399
H: 0.24410 1.97179 -1.68928

* charge: -1
* ΔE to the lowest compared entry with this formula, charge and spin: 320.3 kJ/mol
* E_tot: -307.0316 a.u.
* gap between HOMO and LUMO: 6.1 eV
* highest occupied orbital energy: -2.27 eV



(3)
Density functional theory data (ωB97M-V with the def2-TZVPD basis set) for the ion C4H7O2 with charge +1 in a non-equilibrium geometry.

Atoms and positions in Å:
C: 1.00709 1.00665 1.25343
C: 1.15932 -2.46513 -0.07182
C: 0.45350 -0.24389 0.38395
C: -1.35042 0.79887 -0.85420
O: -0.56977 -0.33659 -0.45997
O: 1.20608 -1.35408 0.50017
H: 1.86976 0.92343 1.91148
H: 0.57005 2.00443 1.27313
H: 1.92171 -3.25963 0.21147
H: 0.33455 -2.84204 -0.68660
H: -1.66421 0.54212 -1.95263
H: -0.75640 1.71432 -0.92108
H: -2.38074 0.93975 -0.40781

* charge: +1
* ΔE to the lowest compared entry with this formula, charge and spin: 389.9 kJ/mol
* E_tot: -306.6446 a.u.
* gap between HOMO and LUMO (alpha / beta): 7.0 / 8.4 eV
* highest occupied orbital energy (alpha / beta): -13.46 / -14.26 eV



(4)
Density functional theory data (ωB97M-V with the def2-TZVPD basis set) for a structure of composition C4H7O3Rh in a non-equilibrium geometry.

Atoms and positions in Å:
O: 0.15972 1.25195 -0.99864
Rh: 3.53685 0.11358 0.17701
O: 1.75932 0.75751 0.48363
C: 0.76579 0.47679 -0.25612
O: 0.31382 -0.79051 -0.04777
C: -1.03053 -1.12369 -0.39482
H: -1.18222 -0.90746 -1.46214
H: -1.12487 -2.19810 -0.18138
C: -2.05001 -0.29721 0.45556
C: -3.12529 0.34754 -0.40807
H: -1.48485 0.36589 1.12484
H: -2.54512 -0.96724 1.17720
H: -3.28342 -0.19940 -1.34927
H: -4.08963 0.37506 0.11639
H: -2.86316 1.38538 -0.65981

* charge: 0
* multiplicity: 5
* E_tot: -492.7036 a.u.
* gap between HOMO and LUMO (alpha / beta): 8.2 / 7.8 eV
* highest occupied orbital energy (alpha / beta): -7.72 / -10.52 eV



(5)
Density functional theory data (ωB97M-V with the def2-TZVPD basis set) for a cluster of 2 separate species, C4H7OP in total in a non-equilibrium geometry.

Atoms and positions in Å:
C: 1.15845 0.66469 -0.07017
C: 1.14577 -0.67859 -0.16730
C: -0.16217 1.37732 -0.17662
C: -0.10740 -1.25467 -0.20122
O: -2.66183 -0.14768 -0.10785
P: -1.26522 -0.00300 0.34177
H: 1.98028 1.29928 -0.06872
H: 2.14003 -1.11730 -0.24565
H: -0.06860 2.35867 0.47212
H: -0.36013 1.70003 -1.24082
H: -0.46150 -1.75178 -1.11769
H: -0.46758 -2.52131 0.86145
H: -0.87011 0.07434 1.72069

* charge: 0
* ΔE to the lowest compared entry with this formula, charge and spin: 237.5 kJ/mol
* E_tot: -573.1048 a.u.
* gap between HOMO and LUMO: 9.5 eV
* highest occupied orbital energy: -9.49 eV



(6)
Density functional theory data (ωB97M-V with the def2-TZVPD basis set) for a cluster of 2 separate species, C4H7OP in total in a non-equilibrium geometry.

Atoms and positions in Å:
C: -0.51915 -1.16103 0.53261
C: 2.45363 1.41343 1.72063
C: 1.95420 2.35519 0.74008
C: -1.32273 -2.30625 1.09208
O: 2.75123 1.36139 0.26174
P: -1.08855 0.36269 0.80087
H: 0.39333 -1.30034 0.03495
H: 3.39251 1.66133 2.36845
H: 1.82933 0.65307 2.01810
H: 1.54503 3.17349 0.35491
H: -2.40073 -2.04484 0.94093
H: -0.99568 -2.49898 2.11963
H: -1.18753 -3.28914 0.54542

* charge: 0
* ΔE to the lowest compared entry with this formula, charge and spin: 589.7 kJ/mol
* E_tot: -572.9706 a.u.
* gap between HOMO and LUMO (alpha / beta): 6.8 / 8.4 eV
* highest occupied orbital energy (alpha / beta): -7.34 / -8.00 eV



(7)
Density functional theory data (ωB97M-V with the def2-TZVPD basis set) for an isolated molecule of C4H7OP in a non-equilibrium geometry.

Atoms and positions in Å:
C: 0.15580 0.62555 -0.44939
C: -0.17003 -0.90826 -0.38444
C: 0.45343 1.35121 0.95788
C: 0.98822 -1.57784 0.45569
O: 2.13873 -1.29437 0.33217
P: 2.25050 1.68921 1.22137
H: 1.07568 0.62023 -1.03727
H: -0.73910 1.11975 -0.73553
H: -1.20264 -1.13219 -0.03090
H: -0.04359 -1.21934 -1.44592
H: -0.03758 2.24248 0.73143
H: 0.06704 0.82695 1.88494
H: 0.64976 -2.28309 1.15332

* charge: 0
* multiplicity: 3
* ΔE to the lowest compared entry with this formula, charge and spin: 0.0 kJ/mol
* E_tot: -573.0786 a.u.
* gap between HOMO and LUMO (alpha / beta): 8.9 / 9.5 eV
* highest occupied orbital energy (alpha / beta): -7.97 / -9.94 eV



(8)
Density functional theory data (ωB97M-V with the def2-TZVPD basis set) for a structure of composition C4H7OTm in a non-equilibrium geometry.

Atoms and positions in Å:
H: -2.38011 0.95868 -0.59815
C: -1.69884 -0.63658 0.82424
C: -1.55660 0.67777 0.06290
C: -1.78650 0.76634 1.53754
O: -0.81628 1.14969 2.39847
Tm: 1.32538 1.18727 2.86195
H: -2.51528 -1.28569 0.49960
H: -0.76950 -1.17532 1.03396
H: -0.55124 0.94140 -0.27420
H: -3.23448 1.83563 2.14038
C: -3.28784 0.66335 2.04624
H: -4.03629 0.42501 1.27836
H: -3.31639 0.19570 3.04274

* charge: +2
* multiplicity: 3
* ΔE to the lowest compared entry with this formula, charge and spin: 0.0 kJ/mol
* E_tot: -1316.2620 a.u.
* gap between HOMO and LUMO (alpha / beta): 7.9 / 7.3 eV
* highest occupied orbital energy (alpha / beta): -17.67 / -17.73 eV



Q: What is the E_tot in the sixth record?
A: -572.9706 a.u.